1.
Formula: C22H63N5O7
Source: OMol25
Level of theory: ωB97M-V/def2-TZVPD

Its HOMO-LUMO gap is 9.83 eV. The LUMO energy comes out at 0.68 eV. Its SMILES is COC[C@H](C)N.COC[C@H](C)N.COC[C@H](C)N.COC[C@H](C)N.COC[C@H](C)N.CO.CO. Its relative energy (zero: lowest compared OMol25 entry of this formula, charge and spin) is 0.0 kcal/mol. The spin multiplicity is 1.

Cartesian coordinates (Å):
N -3.369 23.831 -21.643
O 0.703 26.448 -16.749
O 1.089 26.065 -22.458
H 9.101 28.119 -23.238
C -2.017 23.237 -21.560
H 6.585 30.659 -24.248
N 7.266 30.362 -24.948
H 3.887 24.526 -24.662
H 2.625 28.797 -20.255
H 4.448 26.525 -19.202
H 0.271 24.092 -13.471
H 0.534 26.499 -18.758
H 1.316 26.037 -14.836
C 0.276 25.826 -17.937
C 5.403 22.627 -20.973
H -0.826 24.315 -16.152
H 1.520 30.176 -20.246
H 5.555 20.620 -21.558
C 6.499 28.115 -24.186
H -0.589 29.988 -21.107
H 1.515 24.918 -20.739
H 5.424 22.456 -23.175
N 5.156 21.189 -20.815
H 6.451 22.912 -20.821
O 2.556 26.093 -24.837
C -2.166 22.116 -18.877
H -2.125 22.152 -21.505
H 3.925 22.927 -22.459
C -1.281 28.369 -22.295
H 0.842 26.942 -22.086
H -0.930 24.521 -22.998
H 5.719 20.892 -20.016
H -0.930 23.254 -14.043
C -1.307 23.500 -22.879
H -0.414 22.882 -23.016
H 4.837 23.000 -18.932
C -1.581 25.686 -14.727
H -1.972 23.275 -23.711
H 6.712 30.333 -25.800
H -0.990 28.617 -20.094
H 3.835 27.871 -23.001
C 5.009 23.065 -22.365
H 6.873 27.148 -23.829
H 1.555 24.750 -15.952
H 4.641 28.380 -21.534
H -3.127 27.988 -22.951
H 3.367 25.279 -18.694
O 0.794 28.454 -21.110
H 8.276 29.532 -22.477
H 3.484 23.164 -20.048
H -1.343 26.206 -13.796
C -0.564 28.889 -21.063
H 3.488 25.069 -26.267
H -1.185 24.866 -20.371
N -2.742 28.530 -22.186
H -3.121 29.465 -22.279
C 7.681 28.998 -24.528
H -0.317 23.296 -20.200
H 2.763 26.133 -21.127
N -0.094 23.737 -14.356
H 1.282 28.818 -19.113
C 4.817 27.946 -22.527
H -0.812 25.714 -17.979
C 4.555 23.369 -19.925
H 0.723 24.847 -18.135
O 5.734 28.785 -23.179
O 4.784 24.757 -20.113
H 5.821 27.975 -25.033
H 5.198 26.948 -22.282
H -1.889 26.424 -15.478
H 2.308 24.057 -25.360
C -0.439 24.842 -15.271
H -0.723 30.061 -23.566
H -3.799 23.715 -20.726
C -1.294 23.783 -20.329
H -2.982 21.653 -19.437
H 8.162 28.574 -25.416
H -2.432 22.057 -17.821
H 5.253 24.091 -22.634
H -1.182 28.576 -24.444
C 8.693 29.121 -23.393
C 1.584 29.090 -20.131
H 1.999 26.003 -24.037
H -2.478 25.099 -14.522
H -3.268 24.841 -21.728
C -0.680 28.972 -23.562
C 3.052 24.850 -25.293
H 0.365 28.657 -23.619
H 9.485 29.784 -23.736
H -1.240 21.556 -19.031
O -2.002 23.495 -19.122
C 4.421 25.467 -18.929
H 2.551 24.721 -22.101
C 0.837 25.538 -15.683
C 1.996 25.480 -21.546
H 5.112 25.280 -18.108
H -1.197 27.279 -22.287

Taken from the Löwdin analysis, the atomic charges in e are: N 0.045; O -0.169; O -0.147; H 0.076; C -0.433; H 0.064; N 0.030; H 0.054; H 0.075; H 0.081; H 0.071; H 0.073; H 0.131; C -0.124; C -0.437; H 0.124; H 0.096; H 0.070; C -0.198; H 0.128; H 0.065; H 0.080; N 0.031; H 0.138; O -0.144; C -0.116; H 0.127; H 0.075; C -0.434; H 0.047; H 0.059; H 0.073; H 0.066; C -0.063; H 0.079; H 0.123; C -0.059; H 0.078; H 0.066; H 0.130; H 0.083; C -0.080; H 0.121; H 0.122; H 0.074; H 0.068; H 0.078; O -0.236; H 0.076; H 0.124; H 0.078; C -0.184; H 0.076; H 0.120; N 0.036; H 0.070; C -0.434; H 0.120; H 0.072; N 0.025; H 0.090; C -0.113; H 0.084; C -0.213; H 0.090; O -0.190; O -0.211; H 0.128; H 0.082; H 0.077; H 0.078; C -0.447; H 0.084; H 0.065; C -0.202; H 0.085; H 0.135; H 0.088; H 0.067; H 0.081; C -0.064; C -0.080; H 0.027; H 0.073; H 0.069; C -0.039; C -0.161; H 0.075; H 0.073; H 0.095; O -0.214; C -0.094; H 0.069; C -0.217; C -0.126; H 0.093; H 0.122



2.
Formula: C22H63N9O7
Source: OMol25
Level of theory: ωB97M-V/def2-TZVPD

Its HOMO-LUMO gap is 8.35 eV. The LUMO energy comes out at 0.36 eV. Its SMILES is COC[C@H](C)N.COC[C@H](C)N.COC[C@H](C)N.COC[C@H](C)N.COC[C@H](C)N.NC(N)=O.NC(N)=O. Its relative energy (zero: lowest compared OMol25 entry of this formula, charge and spin) is 24.4 kcal/mol. The spin multiplicity is 1.

Cartesian coordinates (Å):
C -1.263 -5.651 3.862
H 1.671 0.128 -4.482
H 0.011 1.299 0.997
C -1.685 1.011 -5.016
H -0.707 -3.962 -0.461
H -1.472 -3.048 2.719
O -0.973 0.368 -1.188
O -0.312 -4.745 3.343
H 3.016 3.649 1.693
N 2.771 3.703 -5.197
H 0.419 -0.731 -5.321
H 0.749 6.130 3.708
O 2.707 2.367 -2.552
H -2.993 -1.215 -5.958
H -3.274 -5.106 -2.306
C 0.082 -3.750 4.296
H 0.183 -0.484 -3.609
O -1.722 0.320 -6.269
H -3.260 1.752 6.078
H 2.838 2.868 -5.770
H 4.779 3.479 -4.850
H 3.843 1.439 -3.969
H 1.900 3.655 -4.675
H 3.495 1.564 -0.840
H -1.542 -1.968 -0.774
H 0.010 -0.795 4.958
H -2.240 -5.228 4.120
C 0.072 5.300 3.899
H 4.775 2.390 -2.786
H -0.521 1.636 -2.798
H 2.571 0.426 -1.864
H -0.175 -0.195 1.823
H -2.217 3.001 5.400
O -2.821 0.133 4.269
H 3.369 0.776 2.761
H -3.131 -5.361 1.358
H 1.754 1.617 -0.858
O 0.355 4.089 3.225
H 3.072 1.258 4.449
H 1.566 3.391 1.249
H 0.836 2.340 -3.304
H -2.910 -3.754 0.638
H -1.140 2.699 3.522
C 0.730 -1.230 4.265
C -3.186 -4.793 0.435
C 3.880 3.622 -4.240
H 4.876 4.895 -2.786
C -2.837 -2.659 -3.046
H 1.026 -4.135 4.693
H -2.130 2.006 -5.083
H -1.041 1.155 2.740
O -2.364 -3.301 -1.885
H 3.962 5.781 -4.019
H 1.626 -1.534 4.812
C 3.843 2.357 -3.368
H 4.109 2.238 3.501
C -2.289 1.249 4.367
H -2.097 -2.586 -3.851
H 2.306 4.264 3.850
H 3.074 4.965 -2.793
C -2.313 -4.718 -1.957
H 1.293 3.199 4.841
H -4.179 -4.698 -0.012
H -0.641 -3.688 5.116
C -2.127 -5.288 -0.569
C 1.974 2.354 2.919
H -1.390 -6.393 3.074
N -2.597 2.073 5.401
N -0.264 0.333 0.975
C 0.591 -0.018 -4.508
C 3.211 1.623 3.426
H -1.237 -1.953 0.999
H -0.637 -4.770 0.919
C -0.212 1.281 -4.755
H 0.934 -2.669 2.755
C 1.526 3.495 3.813
H -2.173 -6.380 -0.514
N -1.147 -2.094 2.905
C 2.621 1.459 -1.495
C -0.835 -0.227 -0.105
H -1.469 -5.076 -2.551
N -1.239 -1.501 0.076
C 3.977 4.883 -3.402
H -3.712 -3.195 -3.424
H 0.200 1.841 -5.598
N -0.789 -4.899 -0.074
H 1.173 1.613 2.894
H -1.716 -1.851 3.718
N 2.375 2.863 1.586
C 0.192 -2.419 3.520
H -2.143 0.368 -4.261
H -0.208 5.153 4.949
H -0.916 5.611 3.537
H 1.092 -0.517 3.523
H -0.956 -6.162 4.781
H -3.061 -1.631 -2.760
H -2.902 -0.768 -7.631
N -0.116 2.137 -3.584
N -1.389 1.718 3.493
C -2.903 -0.348 -6.628
H -3.860 0.169 -6.502

Atom charges from the Löwdin analysis, given in e for atoms 1 to 99: C -0.122; H 0.058; H 0.090; C -0.177; H 0.043; H 0.061; O -0.006; O -0.224; H 0.084; N 0.051; H 0.068; H 0.095; O -0.231; H 0.070; H 0.127; C -0.178; H 0.067; O -0.197; H 0.105; H 0.068; H 0.134; H 0.120; H 0.056; H 0.081; H 0.068; H 0.086; H 0.090; C -0.117; H 0.123; H 0.030; H 0.092; H 0.047; H 0.088; O -0.008; H 0.081; H 0.063; H 0.060; O -0.227; H 0.077; H 0.075; H 0.028; H 0.059; H 0.082; C -0.053; C -0.051; C -0.437; H 0.076; C -0.088; H 0.130; H 0.126; H 0.052; O -0.239; H 0.075; H 0.087; C -0.213; H 0.080; C -0.675; H 0.088; H 0.128; H 0.078; C -0.192; H 0.131; H 0.081; H 0.128; C -0.412; C -0.432; H 0.087; N 0.158; N 0.162; C -0.043; C -0.068; H 0.053; H 0.042; C -0.423; H 0.142; C -0.194; H 0.131; N 0.055; C -0.110; C -0.645; H 0.133; N 0.175; C -0.064; H 0.091; H 0.130; N 0.053; H 0.086; H 0.069; N 0.057; C -0.393; H 0.118; H 0.089; H 0.092; H 0.049; H 0.088; H 0.090; H 0.083; N 0.048; N 0.192